[1]
Here is a structure of composition C6H10O in a non-equilibrium geometry from the Open Molecules 2025 dataset. Energies are from ωB97M-V/def2-TZVPD.

CARTESIAN COORDINATES (ANGSTROEM)
C (-0.292, -0.755, -0.989)
C (2.524, -0.311, 0.201)
C (-2.231, 0.945, -0.214)
C (1.202, 0.346, 0.513)
C (-0.015, -0.580, 0.443)
C (-1.392, -0.069, 0.471)
O (1.123, 1.473, 0.966)
H (-0.377, -1.743, -1.423)
H (-0.159, 0.036, -1.715)
H (0.173, -1.478, 1.033)
H (-1.745, -0.122, 1.502)
H (2.461, -1.393, 0.082)
H (2.936, 0.114, -0.715)
H (3.215, -0.118, 1.027)
H (-3.200, 1.035, 0.289)
H (-2.427, 0.667, -1.256)
H (-1.795, 1.952, -0.213)

## Properties
ΔE to the lowest compared entry with this formula, charge and spin, kcal per mole: 93.06
Strongest force on any atom, hartree/bohr: 0.0828
Kohn-Sham gap (spin up / spin down), eV: 8.05 / 8.02
Spin multiplicity: 1
HOMO (spin up / spin down), eV: -7.68 / -7.72

natural (NBO) atomic charge list, values in e, 5 entries: -0.3230 -0.7327 -0.6505 0.5942 -0.4082

[2]
Here is the molecule C6H10O from the Open Molecules 2025 dataset. Energies are from ωB97M-V/def2-TZVPD.

CARTESIAN COORDINATES (ANGSTROEM)
C (-1.804, 0.365, 1.540)
C (-0.413, -0.202, 1.234)
C (0.417, 0.850, 0.550)
C (0.741, 0.894, -0.743)
C (0.466, -0.221, -1.731)
C (1.535, -1.262, -1.485)
O (1.343, -2.311, -0.916)
H (-2.316, 0.638, 0.611)
H (-1.727, 1.271, 2.152)
H (-2.427, -0.356, 2.079)
H (-0.488, -1.108, 0.624)
H (0.075, -0.502, 2.171)
H (0.717, 1.690, 1.178)
H (1.304, 1.747, -1.115)
H (0.534, 0.153, -2.759)
H (-0.515, -0.682, -1.587)
H (2.557, -0.965, -1.804)

## Properties
ΔE to the lowest compared entry with this formula, charge and spin, kcal per mole: 12.56
Strongest force on any atom, hartree/bohr: 0.0102
Kohn-Sham gap, eV: 10.33
SMILES: CC/C=C\CC=O
Spin multiplicity: 1
HOMO, eV: -9.34

natural (NBO) atomic charge list, values in e, 5 entries: -0.5949 -0.4568 -0.1420 -0.2079 -0.5555

[3]
Here is a structure of composition C6H10O in a non-equilibrium geometry from the Open Molecules 2025 dataset. Energies are from ωB97M-V/def2-TZVPD.

CARTESIAN COORDINATES (ANGSTROEM)
C (-0.696, -1.022, -1.733)
C (-1.119, -0.120, -0.570)
C (-0.646, -0.541, 1.023)
C (0.515, -0.053, 1.971)
C (1.198, 0.882, 1.337)
C (0.408, 1.096, 0.058)
O (1.152, 1.212, -1.074)
H (-0.549, -2.073, -1.450)
H (-1.425, -1.030, -2.568)
H (0.236, -0.633, -2.177)
H (-1.488, 0.814, -1.005)
H (-0.350, -1.543, 0.747)
H (-1.554, -0.486, 1.592)
H (0.673, -0.444, 2.994)
H (2.082, 1.466, 1.639)
H (-0.296, 1.914, 0.204)
H (1.858, 0.561, -0.987)

## Properties
ΔE to the lowest compared entry with this formula, charge and spin, kcal per mole: 119.69
Strongest force on any atom, hartree/bohr: 0.0855
Kohn-Sham gap, eV: 8.24
Spin multiplicity: 1
HOMO, eV: -7.34

natural (NBO) atomic charge list, values in e, 5 entries: -0.6688 -0.2426 -0.4301 -0.1652 -0.3035

[4]
Here is the molecule C6H10O from the Open Molecules 2025 dataset. Energies are from ωB97M-V/def2-TZVPD.

CARTESIAN COORDINATES (ANGSTROEM)
C (-0.234, 0.053, 3.056)
C (0.355, 0.265, 1.698)
C (0.050, -0.410, 0.602)
C (0.662, -0.171, -0.757)
C (-0.290, 0.429, -1.791)
C (-0.307, -0.229, -3.145)
O (-0.899, 0.223, -4.088)
H (-1.006, -0.728, 3.103)
H (-0.719, 0.953, 3.417)
H (0.531, -0.223, 3.784)
H (1.110, 1.048, 1.676)
H (-0.720, -1.172, 0.685)
H (1.054, -1.127, -1.096)
H (1.557, 0.420, -0.587)
H (-0.107, 1.491, -1.904)
H (-1.311, 0.348, -1.416)
H (0.275, -1.170, -3.237)

## Properties
ΔE to the lowest compared entry with this formula, charge and spin, kcal per mole: 14.58
Strongest force on any atom, hartree/bohr: 0.0155
Kohn-Sham gap, eV: 10.56
SMILES: C/C=C/CCC=O
Spin multiplicity: 1
HOMO, eV: -9.45

natural (NBO) atomic charge list, values in e, 5 entries: -0.6410 -0.1736 -0.1850 -0.4357 -0.5248

[5]
Here is a cluster of 2 separate species, C6H10O in total from the Open Molecules 2025 dataset. Energies are from ωB97M-V/def2-TZVPD.

CARTESIAN COORDINATES (ANGSTROEM)
C (2.265, -0.428, -0.622)
C (1.675, 0.565, 0.034)
C (0.850, 1.583, -0.605)
C (0.281, 2.596, 0.039)
H (2.165, -0.512, -1.699)
H (2.868, -1.158, -0.106)
H (1.796, 0.631, 1.111)
H (0.686, 1.479, -1.673)
H (-0.317, 3.330, -0.484)
H (0.413, 2.742, 1.103)
C (-1.585, -1.312, -0.141)
C (-2.145, -1.844, 1.139)
O (-3.141, -2.509, 1.232)
H (-0.563, -1.691, -0.234)
H (-1.521, -0.224, -0.151)
H (-2.166, -1.657, -0.994)
H (-1.563, -1.590, 2.050)

## Properties
ΔE to the lowest compared entry with this formula, charge and spin, kcal per mole: 31.25
Strongest force on any atom, hartree/bohr: 0.0089
Kohn-Sham gap, eV: 10.02
SMILES: C=CC=C.CC=O
Spin multiplicity: 1
HOMO, eV: -9.27

natural (NBO) atomic charge list, values in e, 5 entries: -0.3736 -0.2231 -0.2271 -0.3685 0.1925

[6]
Here is a structure of composition C6H10O from the Open Molecules 2025 dataset. Energies are from ωB97M-V/def2-TZVPD.

CARTESIAN COORDINATES (ANGSTROEM)
C (-2.195, 0.165, -0.013)
C (-1.051, -0.259, 0.696)
C (-0.169, -1.353, 0.163)
C (1.310, -1.062, 0.023)
C (1.873, 0.116, -0.230)
C (1.150, 1.431, -0.349)
O (-0.140, 1.365, 0.197)
H (-3.007, 0.633, 0.537)
H (-2.483, -0.405, -0.895)
H (-1.231, 1.150, -0.346)
H (-0.951, -0.042, 1.756)
H (-0.554, -1.674, -0.815)
H (-0.300, -2.215, 0.832)
H (1.952, -1.940, 0.068)
H (2.952, 0.159, -0.373)
H (1.738, 2.210, 0.161)
H (1.106, 1.722, -1.411)

## Properties
ΔE to the lowest compared entry with this formula, charge and spin, kcal per mole: 77.20
Strongest force on any atom, hartree/bohr: 0.0073
Kohn-Sham gap, eV: 9.64
Spin multiplicity: 1
HOMO, eV: -8.58

natural (NBO) atomic charge list, values in e, 5 entries: -0.7882 0.1495 -0.5026 -0.1927 -0.1966

[7]
Here is the molecule C6H10O from the Open Molecules 2025 dataset. Energies are from ωB97M-V/def2-TZVPD.

CARTESIAN COORDINATES (ANGSTROEM)
C (2.494, -0.023, 0.650)
O (1.092, 0.021, 0.753)
C (0.411, -0.657, -0.260)
C (-0.566, 0.020, -1.171)
C (-1.288, 1.156, -0.448)
C (-1.746, 0.159, 0.651)
C (-1.032, -0.971, -0.090)
H (2.889, 0.647, 1.416)
H (2.859, 0.311, -0.332)
H (2.883, -1.036, 0.840)
H (0.986, -1.451, -0.740)
H (-0.542, -0.112, -2.250)
H (-2.135, 1.544, -1.020)
H (-0.659, 1.992, -0.127)
H (-2.831, 0.025, 0.660)
H (-1.396, 0.354, 1.669)
H (-1.420, -1.980, -0.200)

## Properties
ΔE to the lowest compared entry with this formula, charge and spin, kcal per mole: 43.75
Strongest force on any atom, hartree/bohr: 0.0065
Kohn-Sham gap, eV: 10.24
SMILES: CO[C@@H]1[C@@H]2CC[C@@H]21
Spin multiplicity: 1
HOMO, eV: -9.12

natural (NBO) atomic charge list, values in e, 5 entries: -0.2432 -0.5350 0.0788 -0.2451 -0.3970

[8]
Here is the molecule C6H10O from the Open Molecules 2025 dataset. Energies are from ωB97M-V/def2-TZVPD.

CARTESIAN COORDINATES (ANGSTROEM)
C (-1.848, -0.248, 0.575)
C (-0.975, -0.029, -0.641)
O (-0.776, 1.369, -0.852)
C (0.614, 1.382, -0.648)
C (1.515, 0.321, 0.893)
C (1.027, -1.075, 0.733)
C (0.506, -0.391, -0.492)
H (-2.815, 0.241, 0.418)
H (-1.375, 0.197, 1.456)
H (-2.022, -1.315, 0.752)
H (-1.419, -0.503, -1.527)
H (1.181, 1.452, -1.585)
H (0.890, 2.207, 0.002)
H (2.488, 0.391, 0.367)
H (0.281, -1.392, 1.462)
H (1.739, -1.868, 0.492)
H (0.988, -0.738, -1.404)

## Properties
ΔE to the lowest compared entry with this formula, charge and spin, kcal per mole: 120.96
Strongest force on any atom, hartree/bohr: 0.0100
Kohn-Sham gap, eV: 8.87
Spin multiplicity: 1
HOMO, eV: -7.97

natural (NBO) atomic charge list, values in e, 5 entries: -0.6398 0.0981 -0.5279 -0.0004 -0.2792

[9]
Here is the molecule C6H10O from the Open Molecules 2025 dataset. Energies are from ωB97M-V/def2-TZVPD.

CARTESIAN COORDINATES (ANGSTROEM)
C (-0.253, 0.661, -1.496)
C (-0.021, 0.106, -0.093)
C (1.266, -0.717, 0.091)
C (0.983, -1.673, 1.244)
C (-0.035, 1.222, 0.960)
O (-0.322, -1.764, 1.296)
C (-1.021, -0.980, 0.273)
H (-0.251, -0.135, -2.250)
H (0.526, 1.383, -1.766)
H (-1.217, 1.182, -1.559)
H (1.457, -1.378, -0.773)
H (2.172, -0.124, 0.249)
H (0.210, 0.822, 1.950)
H (0.711, 1.987, 0.718)
H (-1.016, 1.707, 1.024)
H (-1.219, -1.660, -0.564)
H (-1.968, -0.638, 0.698)

## Properties
ΔE to the lowest compared entry with this formula, charge and spin, kcal per mole: 45.52
Strongest force on any atom, hartree/bohr: 0.0091
Kohn-Sham gap, eV: 9.12
Spin multiplicity: 1
HOMO, eV: -8.39

natural (NBO) atomic charge list, values in e, 5 entries: -0.5993 -0.0923 -0.5758 0.2978 -0.6085

[10]
Here is the molecule C6H10O in a non-equilibrium geometry from the Open Molecules 2025 dataset. Energies are from ωB97M-V/def2-TZVPD.

CARTESIAN COORDINATES (ANGSTROEM)
C (-0.286, -0.727, -2.287)
C (0.759, -0.868, -1.211)
O (1.552, -1.810, -1.178)
C (0.975, 0.305, -0.310)
C (0.154, 0.465, 0.732)
C (-1.008, -0.545, 0.998)
C (0.349, 1.491, 1.805)
H (-0.923, -1.615, -2.287)
H (-0.916, 0.151, -2.123)
H (0.215, -0.624, -3.254)
H (1.889, 0.867, -0.459)
H (-0.775, -1.091, 1.918)
H (-1.925, 0.031, 1.157)
H (-1.252, -1.296, 0.245)
H (0.605, 1.008, 2.754)
H (-0.569, 2.071, 1.949)
H (1.155, 2.188, 1.552)

## Properties
ΔE to the lowest compared entry with this formula, charge and spin, kcal per mole: 8.81
Strongest force on any atom, hartree/bohr: 0.0437
Kohn-Sham gap, eV: 10.28
SMILES: CC(=O)C=C(C)C
Spin multiplicity: 1
HOMO, eV: -9.38

natural (NBO) atomic charge list, values in e, 5 entries: -0.7255 0.5715 -0.5374 -0.3312 0.0684